{
  "formula": "C38H54BGaN4P2Se",
  "method": "ωB97M-V with the def2-TZVPD basis set",
  "symbols": ["Ga", "C", "C", "C", "C", "P", "C", "N", "B", "N", "C", "P", "C", "C", "C", "C", "C", "C", "C", "C", "C", "C", "C", "C", "C", "C", "C", "C", "C", "C", "H", "H", "H", "H", "H", "H", "H", "H", "H", "H", "H", "H", "H", "H", "H", "H", "H", "H", "H", "H", "H", "H", "H", "H", "H", "H", "H", "H", "H", "H", "H", "H", "H", "H", "H", "H", "H", "H", "H", "H", "H", "H", "H", "H", "Se", "C", "N", "N", "C", "C", "C", "C", "C", "C", "C", "C", "C", "C", "C", "C", "C", "H", "H", "H", "H", "H", "H", "H", "H", "H", "H"],
  "positions_angstrom": [[0.234, -0.027, 0.469], [3.382, 3.349, 1.637], [3.172, 3.715, 0.164], [4.448, 3.352, -0.592], [2.923, 5.223, 0.079], [1.761, 2.560, -0.411], [0.360, 3.563, 0.306], [-0.895, 2.864, 0.353], [-1.161, 1.471, 0.378], [-2.564, 1.333, 0.517], [-3.424, 0.176, 0.587], [-2.470, -1.438, 0.678], [-3.412, -2.234, 2.138], [-4.914, -2.407, 1.928], [-2.785, -3.595, 2.452], [-3.142, -1.327, 3.348], [-2.967, -2.195, -1.009], [-2.430, -3.622, -1.118], [-2.178, -1.320, -1.993], [-4.446, -2.207, -1.395], [-3.122, 2.596, 0.582], [-4.437, 2.995, 0.746], [-4.703, 4.352, 0.813], [-3.688, 5.291, 0.691], [-2.369, 4.902, 0.523], [-2.088, 3.547, 0.480], [1.436, 2.796, -2.284], [2.403, 1.861, -3.014], [0.015, 2.296, -2.573], [1.574, 4.214, -2.836], [4.094, 4.035, 2.092], [3.770, 2.337, 1.726], [2.459, 3.403, 2.213], [5.312, 3.758, -0.069], [4.452, 3.759, -1.600], [4.568, 2.271, -0.642], [3.835, 5.736, 0.383], [2.134, 5.536, 0.757], [2.676, 5.564, -0.921], [0.248, 4.484, -0.274], [0.660, 3.832, 1.328], [-4.090, 0.179, -0.286], [-4.050, 0.266, 1.481], [-5.104, -3.215, 1.228], [-5.397, -1.504, 1.560], [-5.379, -2.669, 2.877], [-2.814, -4.265, 1.599], [-3.327, -4.071, 3.268], [-1.754, -3.471, 2.770], [-3.747, -0.422, 3.348], [-2.089, -1.041, 3.379], [-3.364, -1.871, 4.266], [-1.379, -3.653, -0.847], [-2.530, -3.974, -2.145], [-2.976, -4.316, -0.483], [-1.110, -1.454, -1.811], [-2.422, -0.264, -1.874], [-2.390, -1.604, -3.023], [-5.000, -2.954, -0.834], [-4.511, -2.463, -2.453], [-4.937, -1.247, -1.262], [-5.237, 2.272, 0.818], [-5.718, 4.689, 0.964], [-3.931, 6.343, 0.729], [-1.583, 5.638, 0.445], [2.324, 0.855, -2.602], [3.433, 2.193, -2.920], [2.153, 1.821, -4.074], [-0.116, 1.277, -2.201], [-0.155, 2.283, -3.651], [-0.745, 2.934, -2.126], [2.604, 4.559, -2.791], [0.936, 4.922, -2.307], [1.267, 4.216, -3.884], [0.699, -0.453, 2.952], [2.317, -0.025, 2.322], [3.354, 0.247, 1.897], [0.818, -1.635, -0.194], [1.753, -2.485, -0.170], [3.207, -2.211, -0.291], [3.754, -1.724, -1.469], [5.125, -1.572, -1.576], [5.948, -1.877, -0.505], [5.399, -2.337, 0.681], [4.035, -2.517, 0.785], [1.460, -3.928, 0.026], [2.284, -4.929, -0.482], [2.030, -6.253, -0.178], [0.943, -6.594, 0.613], [0.094, -5.607, 1.088], [0.362, -4.281, 0.802], [3.097, -1.515, -2.305], [5.556, -1.216, -2.498], [7.019, -1.768, -0.589], [6.035, -2.551, 1.528], [3.597, -2.881, 1.705], [3.118, -4.669, -1.118], [2.684, -7.027, -0.558], [0.762, -7.631, 0.863], [-0.774, -5.868, 1.678], [-0.257, -3.483, 1.189]],
  "forces_ev_per_a": [[-0.167, -0.505, 0.292], [0.001, -0.219, -0.070], [-0.109, -0.247, 0.014], [-0.165, -0.065, -0.039], [-0.108, -0.190, -0.115], [-0.270, 0.712, -0.276], [0.442, 0.073, 0.071], [0.248, 0.063, -0.032], [0.450, -0.431, -0.110], [-0.233, -0.241, 0.033], [-0.069, -0.306, -0.039], [-0.916, 0.049, 0.077], [0.156, 0.088, -0.247], [0.222, 0.014, -0.020], [-0.010, 0.157, -0.109], [0.096, 0.041, -0.207], [0.085, 0.004, 0.267], [0.065, 0.166, 0.135], [0.122, 0.014, 0.239], [0.125, 0.069, 0.166], [-0.017, 0.539, 0.007], [0.051, -0.211, -0.028], [-0.099, 0.175, -0.022], [-0.132, 0.077, 0.012], [0.247, -0.121, 0.005], [-0.552, 0.010, 0.080], [0.121, -0.072, 0.202], [-0.050, 0.021, 0.152], [0.095, -0.017, 0.151], [0.027, -0.169, 0.158], [0.122, 0.171, 0.008], [-0.007, 0.095, 0.062], [-0.044, 0.018, 0.110], [0.104, 0.086, 0.083], [0.005, 0.014, -0.173], [0.093, -0.133, -0.034], [0.092, 0.039, 0.069], [-0.102, 0.074, 0.076], [-0.030, 0.047, -0.101], [-0.013, -0.022, 0.081], [-0.025, 0.146, -0.218], [0.057, -0.023, 0.206], [0.017, -0.058, -0.196], [-0.130, -0.087, -0.074], [-0.054, 0.082, -0.050], [-0.096, -0.062, 0.132], [0.040, -0.122, -0.103], [-0.099, -0.019, 0.119], [0.187, -0.048, 0.020], [0.003, 0.045, -0.006], [-0.013, 0.053, 0.099], [-0.065, -0.070, 0.088], [0.116, -0.079, -0.033], [-0.011, -0.010, -0.142], [-0.075, -0.082, 0.068], [0.030, 0.068, -0.086], [-0.025, 0.155, -0.092], [-0.080, -0.078, -0.080], [-0.072, -0.050, 0.005], [-0.077, -0.056, -0.111], [-0.076, 0.073, -0.032], [-0.061, -0.065, 0.038], [-0.097, 0.013, -0.034], [-0.004, 0.076, 0.029], [0.082, 0.091, 0.001], [0.074, -0.114, -0.037], [0.154, -0.020, 0.007], [-0.021, 0.010, -0.119], [-0.116, 0.000, -0.045], [0.070, -0.007, -0.104], [-0.066, -0.009, 0.022], [0.049, 0.079, -0.007], [-0.010, 0.076, 0.002], [-0.014, 0.002, -0.082], [-1.089, -0.102, -0.065], [1.104, 0.155, 0.071], [0.301, -0.111, -0.061], [0.199, -0.037, 0.085], [-0.229, 0.508, -0.280], [0.289, 0.221, 0.123], [-0.231, -0.082, 0.103], [0.131, 0.106, -0.086], [0.065, -0.001, -0.008], [-0.019, -0.017, 0.136], [-0.018, -0.028, -0.144], [-0.249, -0.354, 0.054], [-0.060, 0.067, 0.022], [0.007, -0.160, -0.073], [-0.013, -0.093, -0.006], [-0.036, -0.020, 0.019], [0.051, 0.114, 0.057], [0.034, 0.069, -0.030], [0.061, 0.050, -0.152], [0.090, 0.067, -0.048], [0.056, -0.025, 0.037], [-0.004, -0.047, 0.037], [0.126, 0.028, 0.043], [0.006, -0.028, -0.027], [-0.034, -0.055, -0.021], [0.009, -0.024, 0.102], [-0.015, 0.022, -0.003]],
  "e_tot_ev": -183222.2071,
  "total_charge": 0,
  "orbital_gap_ev": 8.418
}

=====

{
  "formula": "C38H54BiFIN5O3PSe3Te",
  "method": "ωB97M-V with the def2-TZVPD basis set",
  "symbols": ["Bi", "Se", "Se", "Te", "Se", "F", "C", "C", "C", "C", "O", "C", "C", "N", "C", "C", "C", "C", "C", "C", "N", "C", "C", "N", "C", "C", "C", "O", "O", "H", "H", "H", "H", "H", "H", "H", "H", "H", "H", "H", "H", "H", "H", "H", "H", "H", "H", "C", "C", "C", "C", "C", "C", "P", "C", "C", "C", "C", "C", "C", "C", "C", "C", "C", "C", "C", "H", "H", "H", "H", "H", "H", "H", "H", "H", "H", "H", "H", "H", "H", "H", "H", "H", "H", "H", "H", "H", "H", "H", "H", "H", "H", "H", "H", "H", "H", "H", "H", "H", "I", "C", "C", "N", "N", "C", "H", "H", "H"],
  "positions_angstrom": [[0.994, 3.075, -0.736], [-1.469, 3.126, 0.156], [-1.162, 4.736, 1.809], [-0.618, 6.725, 0.376], [1.305, 5.677, -0.914], [-3.213, -2.330, 3.074], [-2.093, -1.703, 3.533], [-1.320, -1.030, 2.629], [-0.130, -0.426, 3.027], [0.644, 0.360, 2.067], [0.328, 0.428, 0.887], [1.788, 1.033, 2.630], [2.184, 0.769, 3.893], [1.488, -0.028, 4.754], [2.040, -0.284, 6.061], [3.450, -0.789, 6.117], [2.316, -1.706, 6.453], [0.275, -0.552, 4.365], [-0.568, -1.188, 5.283], [-1.765, -1.770, 4.895], [-2.595, -2.344, 5.879], [-2.069, -3.330, 6.792], [-2.388, -4.749, 6.306], [-3.873, -4.881, 6.160], [-4.416, -3.866, 5.201], [-4.023, -2.474, 5.699], [2.516, 2.046, 1.772], [3.703, 1.877, 1.513], [1.803, 3.060, 1.364], [-1.623, -0.960, 1.594], [3.087, 1.210, 4.290], [1.708, 0.408, 6.828], [4.096, -0.435, 6.907], [3.961, -0.948, 5.178], [2.163, -1.987, 7.486], [2.069, -2.486, 5.746], [-0.308, -1.183, 6.331], [-2.509, -3.182, 7.787], [-0.991, -3.228, 6.888], [-2.018, -5.500, 7.004], [-1.934, -4.922, 5.330], [-4.305, -4.732, 7.077], [-4.122, -5.822, 5.852], [-5.498, -3.965, 5.128], [-3.976, -4.054, 4.224], [-4.505, -2.282, 6.666], [-4.379, -1.720, 5.001], [-3.907, -1.333, -3.360], [-4.069, 0.177, -3.201], [-2.731, 0.895, -3.466], [-1.527, 0.001, -3.118], [-1.908, -0.838, -1.893], [-2.971, -1.878, -2.270], [-0.076, 1.062, -2.634], [0.234, 2.285, -4.017], [0.210, 1.761, -5.460], [0.090, 2.928, -6.459], [0.757, 4.186, -5.905], [-0.003, 4.691, -4.666], [-0.661, 3.528, -3.910], [1.488, 0.027, -2.842], [1.953, -0.542, -1.489], [3.046, -1.583, -1.713], [2.466, -2.831, -2.398], [1.271, -2.466, -3.289], [1.463, -1.086, -3.912], [-3.491, -1.543, -4.349], [-4.878, -1.828, -3.305], [-4.423, 0.396, -2.191], [-4.822, 0.548, -3.897], [-2.692, 1.801, -2.853], [-2.680, 1.189, -4.516], [-1.267, -0.654, -3.953], [-2.294, -0.141, -1.144], [-1.035, -1.331, -1.460], [-3.549, -2.138, -1.379], [-2.490, -2.791, -2.630], [1.257, 2.624, -3.793], [-0.629, 1.076, -5.603], [1.132, 1.208, -5.656], [-0.961, 3.142, -6.664], [0.554, 2.647, -7.406], [0.778, 4.966, -6.667], [1.798, 3.949, -5.667], [-0.777, 5.395, -4.979], [0.672, 5.232, -4.000], [-1.637, 3.310, -4.344], [-0.829, 3.806, -2.864], [2.232, 0.773, -3.152], [1.116, -1.003, -0.959], [2.333, 0.259, -0.852], [3.512, -1.853, -0.764], [3.819, -1.136, -2.345], [2.147, -3.556, -1.645], [3.247, -3.305, -2.997], [0.350, -2.474, -2.701], [1.152, -3.211, -4.078], [0.680, -0.902, -4.648], [2.414, -1.076, -4.453], [5.240, 1.786, -5.218], [4.688, 2.491, -3.342], [5.045, 1.968, -2.116], [4.376, 2.680, -1.192], [3.599, 3.612, -1.746], [3.786, 3.526, -3.055], [5.724, 1.174, -1.862], [4.325, 2.511, -0.183], [3.303, 4.215, -3.728]],
  "forces_ev_per_a": [[0.223, -0.037, 0.858], [-0.512, 0.033, 0.103], [0.090, 0.084, 0.006], [-0.061, -0.248, -0.254], [-0.026, 0.508, 0.152], [-0.056, -0.018, 0.071], [0.117, 0.039, -0.048], [-0.036, 0.050, 0.032], [-0.242, -0.205, 0.408], [0.040, 0.124, -0.106], [-0.068, 0.051, -0.222], [0.165, 0.499, 0.034], [-0.053, 0.202, -0.352], [0.185, -0.053, 0.115], [-0.027, 0.046, 0.001], [0.149, 0.020, 0.041], [-0.016, -0.130, 0.083], [-0.122, -0.184, -0.167], [-0.056, -0.042, 0.068], [0.210, 0.192, -0.101], [-0.177, -0.076, 0.066], [-0.063, -0.139, -0.199], [0.598, 0.226, 0.188], [-0.074, -0.132, -0.013], [-0.208, 0.610, -0.258], [0.192, -0.023, -0.067], [-0.057, 0.503, -0.270], [0.008, -0.105, -0.032], [0.278, -1.008, 0.256], [-0.005, 0.019, -0.084], [0.024, -0.013, 0.059], [0.040, -0.050, 0.037], [-0.085, 0.038, 0.078], [-0.076, -0.011, -0.058], [0.010, 0.077, 0.048], [0.011, 0.071, -0.116], [0.003, -0.005, 0.033], [0.042, 0.006, 0.017], [-0.009, -0.034, 0.011], [-0.200, -0.064, 0.009], [-0.151, -0.027, -0.039], [-0.019, -0.104, -0.039], [0.000, 0.014, 0.070], [0.007, -0.186, 0.150], [0.040, -0.127, 0.084], [-0.059, -0.014, -0.021], [-0.090, -0.069, 0.019], [-0.077, 0.073, 0.172], [0.057, -0.106, -0.182], [-0.082, -0.137, 0.028], [0.306, 0.319, 0.363], [0.039, -0.163, -0.125], [-0.011, 0.083, -0.079], [0.258, -0.359, -1.096], [-0.439, -0.107, 0.237], [0.109, 0.127, -0.004], [0.188, 0.008, -0.024], [-0.200, -0.009, -0.082], [0.015, -0.087, -0.094], [0.247, 0.076, -0.033], [-0.270, 0.006, 0.245], [0.177, -0.090, -0.121], [-0.132, -0.011, 0.031], [-0.016, 0.110, 0.004], [0.127, -0.018, -0.071], [-0.177, 0.026, -0.031], [-0.045, -0.035, -0.029], [0.024, -0.041, -0.077], [-0.032, 0.023, -0.009], [-0.047, 0.056, 0.079], [-0.004, 0.069, -0.117], [0.034, 0.107, 0.025], [-0.006, 0.036, -0.004], [0.050, -0.066, 0.118], [-0.029, 0.052, 0.101], [0.013, -0.058, -0.024], [0.003, -0.022, 0.073], [-0.006, -0.067, 0.012], [0.047, -0.080, 0.013], [-0.036, -0.071, -0.015], [-0.019, 0.000, -0.036], [-0.094, -0.034, -0.034], [0.087, -0.002, 0.001], [0.030, 0.043, 0.033], [0.018, 0.053, 0.042], [-0.030, 0.019, 0.016], [-0.061, -0.016, 0.086], [-0.143, 0.072, -0.054], [-0.039, 0.021, 0.025], [0.033, 0.070, 0.084], [-0.111, 0.017, 0.046], [0.074, 0.023, -0.038], [0.086, -0.013, 0.037], [0.053, -0.026, -0.013], [-0.031, -0.083, 0.001], [-0.045, -0.021, -0.024], [-0.066, -0.022, 0.023], [0.094, 0.027, -0.080], [-0.014, 0.013, -0.058], [-0.079, 0.147, 0.335], [0.128, -0.272, -0.332], [-0.007, 0.042, -0.178], [0.061, -0.264, -0.039], [0.039, 0.394, 0.091], [0.193, -0.151, 0.105], [-0.002, -0.061, 0.058], [-0.017, 0.080, 0.005], [-0.106, -0.004, -0.037]],
  "e_tot_ev": -283150.2373,
  "total_charge": 1,
  "orbital_gap_ev": 5.127
}

=====

Values for max |F|, Eh/bohr, ordered as above
0.02173, 0.02299
Values for molar mass, g/mol, ordered as above
788.3, 1379.2